[1]
{
  "formula": "C4H7NO",
  "method": "ωB97M-V/def2-TZVPD",
  "species": ["C", "O", "H", "C", "C", "H", "H", "H", "N", "C", "H", "H", "H"],
  "coordinates": [[-0.64388, 0.41208, 0.87147], [-3.00645, -0.05775, 0.98221], [0.42679, 0.40025, -1.97744], [1.70168, 0.09333, -0.16653], [-1.88723, -0.28566, 0.61822], [-0.34785, 0.40164, 1.91477], [0.63788, -1.32594, -1.54288], [2.11338, 1.09313, -0.14378], [0.36350, -0.08281, 0.08703], [0.74069, -0.30209, -1.21787], [-0.51688, 1.44060, 0.27576], [-1.92776, -1.17095, -0.03190], [2.34613, -0.61581, 0.33092]],
  "forces_ev_per_a": [[1.19, 4.36, -1.85], [-0.41, 1.46, 1.28], [0.22, 0.56, -0.31], [1.17, 0.36, 1.04], [-2.54, -1.77, -1.16], [-0.19, 0.46, 0.18], [0.38, -0.30, -0.34], [0.07, 0.51, -0.39], [1.47, -4.44, 0.84], [-0.97, -0.43, -1.20], [-2.37, -0.18, 2.60], [1.49, -0.26, -0.40], [0.49, -0.31, -0.28]],
  "lowdin_charge": [-0.1516, 0.0579, 0.1020, -0.1311, -0.2645, 0.1418, 0.1005, 0.1003, -0.2429, -0.1295, 0.1875, 0.1285, 0.1012],
  "e_tot_ev": -7795.19236,
  "smiles": "O=CCN1CC1",
  "spin_multiplicity": 1,
  "lumo_energy_ev": 0.896,
  "relative_energy_kcal_mol": 102.7
}


[2]
{
  "formula": "C4H7NO",
  "method": "ωB97M-V/def2-TZVPD",
  "species": ["H", "C", "H", "H", "C", "H", "C", "C", "O", "H", "H", "H", "N"],
  "coordinates": [[-1.39610, -0.84481, 1.24059], [-1.14067, 0.10913, 0.75294], [1.61900, 1.41621, 0.98442], [-1.21924, 0.92821, 1.47453], [-1.24304, -0.30220, -1.35219], [1.79021, -1.35249, -0.06130], [0.19035, -0.04273, 0.03786], [1.46444, 0.71692, 0.15779], [-1.96608, 0.35701, -0.37141], [-1.25759, -1.38894, -1.21787], [-0.18726, 0.12724, -1.45719], [2.01038, 0.96860, -0.75407], [1.33561, -0.69215, 0.56592]],
  "forces_ev_per_a": [[-0.01, 0.12, -0.09], [0.05, 0.11, 0.38], [-0.15, -0.21, -0.26], [0.02, -0.04, 0.04], [1.97, -0.30, 0.93], [-0.12, 0.17, 0.06], [-0.49, -0.28, 0.29], [-0.21, 0.15, -0.24], [-0.29, 0.26, 0.21], [-0.13, -0.11, -0.21], [-0.43, 0.48, -1.19], [-0.13, -0.15, 0.17], [-0.07, -0.21, -0.11]],
  "lowdin_charge": [0.1284, -0.1644, 0.1058, 0.1240, -0.0257, 0.1078, -0.3226, -0.1011, -0.1680, 0.0759, 0.0833, 0.1058, 0.0506],
  "e_tot_ev": -7793.10480,
  "spin_multiplicity": 1,
  "lumo_energy_ev": 0.846,
  "relative_energy_kcal_mol": 150.8
}


[3]
{
  "formula": "C4H7NO",
  "method": "ωB97M-V/def2-TZVPD",
  "species": ["H", "H", "C", "H", "C", "H", "C", "O", "H", "N", "H", "C", "H"],
  "coordinates": [[1.51075, 0.87014, 1.22925], [2.14242, -0.13629, -0.07313], [-0.75765, -1.59416, -0.80855], [1.38981, -0.89189, 1.33373], [0.01090, -0.01347, -0.05840], [-1.19287, 1.48404, -1.01520], [-0.73970, 1.30116, -0.04407], [-0.92526, -1.19172, 0.44894], [-1.52044, 1.27241, 0.71259], [0.00058, -0.70241, -1.33690], [-1.18930, -2.48841, -1.22890], [1.34276, -0.03969, 0.66037], [-0.07199, 2.13030, 0.18027]],
  "forces_ev_per_a": [[-0.05, 0.02, 0.12], [-0.04, 0.02, -0.03], [0.85, 0.95, -0.56], [0.02, -0.06, -0.02], [-0.66, -0.73, 0.43], [-0.09, -0.07, 0.00], [-0.03, -0.07, 0.00], [0.13, 0.79, 0.78], [0.01, 0.03, 0.08], [-0.02, -0.67, -0.86], [-0.13, -0.15, 0.04], [-0.05, -0.06, 0.00], [0.05, -0.01, 0.01]],
  "lowdin_charge": [0.0752, 0.0881, -0.2415, 0.0887, -0.4875, 0.0846, -0.0049, -0.0077, 0.0900, 0.1152, 0.1261, -0.0049, 0.0785],
  "e_tot_ev": -7797.69879,
  "spin_multiplicity": 1,
  "lumo_energy_ev": 1.054,
  "relative_energy_kcal_mol": 44.9
}


[4]
{
  "formula": "C4H7NO",
  "method": "ωB97M-V/def2-TZVPD",
  "species": ["C", "H", "C", "H", "O", "H", "H", "C", "C", "H", "H", "H", "N"],
  "coordinates": [[-0.73779, 1.82320, -0.87522], [-1.57599, 2.21452, -0.29121], [1.10574, -0.80183, 0.82946], [1.21514, -0.80464, 1.91689], [0.84907, 0.54901, 0.41199], [-0.73620, -1.97982, 1.14045], [0.15332, -2.43316, -0.31297], [-0.29745, 0.50738, -0.31744], [-0.12489, -1.58449, 0.32090], [0.07620, 2.55005, -0.84376], [-1.07394, 1.69037, -1.90469], [2.04456, -1.12662, 0.36983], [-0.89777, -0.60398, -0.44423]],
  "forces_ev_per_a": [[0.01, 0.02, -0.04], [0.11, -0.08, -0.06], [0.08, -0.19, 0.09], [-0.01, -0.04, -0.15], [-0.01, 0.09, -0.01], [0.08, 0.08, -0.11], [-0.04, 0.15, 0.07], [-0.31, -0.08, -0.13], [0.07, -0.22, 0.10], [-0.09, -0.14, -0.01], [0.01, 0.01, 0.13], [-0.13, 0.03, 0.08], [0.24, 0.37, 0.03]],
  "lowdin_charge": [0.0040, 0.0868, -0.1366, 0.1156, -0.0268, 0.1068, 0.1059, -0.4508, -0.1813, 0.0817, 0.0844, 0.1162, 0.0943],
  "e_tot_ev": -7798.78938,
  "smiles": "CC1=NCCO1",
  "spin_multiplicity": 1,
  "lumo_energy_ev": 1.038,
  "relative_energy_kcal_mol": 19.7
}


[5]
{
  "formula": "C4H7NO",
  "method": "ωB97M-V/def2-TZVPD",
  "species": ["C", "H", "H", "H", "H", "C", "C", "C", "H", "H", "O", "N", "H"],
  "coordinates": [[-0.52473, -0.01022, 0.55947], [0.38125, -1.96853, -0.30787], [0.08310, 1.89613, -0.52886], [-1.28311, -0.38978, -1.48329], [2.18642, 0.05817, -0.81569], [-1.66710, -0.14694, -0.43002], [0.65040, -0.99569, 0.16847], [0.46399, 1.05996, 0.06713], [1.01952, 1.43129, 0.94228], [1.31130, -1.13017, 1.06983], [-2.83074, 0.03501, -0.12742], [1.15448, 0.03970, -0.71214], [-0.94479, 0.12104, 1.59812]],
  "forces_ev_per_a": [[-0.57, -0.29, 0.19], [0.25, 0.64, 0.42], [0.00, -0.03, 0.20], [-0.80, 0.20, 0.83], [-1.06, 0.32, 0.18], [-0.15, 0.23, 0.13], [-0.43, -0.53, 1.31], [0.15, 0.71, 0.08], [0.06, 0.09, -0.25], [-0.59, -0.27, -0.69], [1.20, -0.35, -0.68], [1.28, -0.26, -0.66], [0.67, -0.47, -1.07]],
  "lowdin_charge": [-0.2285, 0.1150, 0.1131, 0.1457, 0.1200, -0.2439, -0.1854, -0.1936, 0.1140, 0.1195, 0.0415, -0.0711, 0.1536],
  "e_tot_ev": -7797.39132,
  "smiles": "O=CC1CNC1",
  "spin_multiplicity": 1,
  "lumo_energy_ev": 0.932,
  "relative_energy_kcal_mol": 52.0
}


[6]
{
  "formula": "C4H7NO",
  "method": "ωB97M-V/def2-TZVPD",
  "species": ["H", "H", "N", "H", "C", "O", "C", "H", "H", "H", "C", "C", "H"],
  "coordinates": [[-1.21943, -1.33892, 1.10565], [-0.70402, 1.47305, 1.68203], [0.95781, 1.15677, 0.48325], [-0.57197, -0.35319, -2.08542], [0.05260, 0.17158, 0.07874], [-0.10331, -1.79603, -0.61328], [0.14138, -0.54743, -1.27413], [-1.08723, 1.12513, -0.10726], [0.55853, -1.46840, 1.38777], [1.41822, 1.57047, -0.32122], [-0.21855, -1.17558, 0.68148], [-0.39144, 1.67196, 0.65477], [1.16741, -0.48943, -1.67238]],
  "forces_ev_per_a": [[0.25, 0.10, -0.06], [-0.21, 0.07, -0.17], [0.33, -0.11, -0.29], [0.01, 0.07, 0.24], [1.02, -0.42, 0.37], [0.00, -0.16, -0.02], [-0.05, 0.29, -0.14], [-0.27, 1.94, -0.07], [-0.02, -0.31, 0.05], [0.08, 0.02, 0.00], [0.13, -0.12, 0.48], [-1.05, -1.35, -0.42], [-0.23, -0.01, 0.03]],
  "lowdin_charge": [0.1275, 0.0699, 0.0098, 0.1243, -0.4406, -0.0994, -0.1024, 0.1195, 0.1269, 0.1016, -0.1082, -0.0552, 0.1264],
  "e_tot_ev": -7794.09220,
  "smiles": "C1NC12COC2",
  "spin_multiplicity": 1,
  "lumo_energy_ev": 1.003,
  "relative_energy_kcal_mol": 128.0
}


[7]
{
  "formula": "C4H7NO",
  "method": "ωB97M-V/def2-TZVPD",
  "species": ["H", "N", "H", "C", "O", "H", "H", "H", "C", "H", "C", "C", "H"],
  "coordinates": [[-1.43483, -1.03555, 1.14844], [0.78612, 0.15791, -0.33049], [-1.71406, 0.62912, 0.58660], [-1.54169, -0.41309, 0.25082], [1.80800, -0.28629, 1.66737], [0.56067, 0.45547, -2.46211], [2.48672, 1.13768, 0.34937], [1.18422, -1.02895, 1.62686], [0.07426, 0.61351, -1.49912], [-2.44826, -0.75426, -0.25857], [-0.36181, -0.56334, -0.67705], [1.70292, 0.40909, 0.51694], [-0.36112, 1.61329, -1.36835]],
  "forces_ev_per_a": [[-0.01, 0.07, -0.16], [0.30, 0.04, 0.32], [0.09, -0.13, -0.08], [-0.11, -0.04, 0.09], [-0.14, -0.14, -0.11], [-0.07, 0.00, 0.18], [-0.15, -0.08, -0.04], [0.06, 0.10, 0.09], [0.11, 0.25, -0.28], [0.14, 0.05, 0.09], [-0.09, -0.01, 0.12], [-0.16, 0.05, -0.26], [0.02, -0.18, 0.04]],
  "lowdin_charge": [0.0579, -0.0898, 0.0720, -0.1203, 0.0580, 0.0952, 0.1418, 0.1133, -0.0863, 0.0639, -0.2492, -0.1645, 0.1079],
  "e_tot_ev": -7795.24478,
  "spin_multiplicity": 1,
  "lumo_energy_ev": 0.858,
  "relative_energy_kcal_mol": 101.5
}


[8]
{
  "formula": "C4H7NO",
  "method": "ωB97M-V/def2-TZVPD",
  "species": ["H", "C", "H", "C", "H", "H", "C", "H", "H", "C", "O", "H", "N"],
  "coordinates": [[0.75519, 0.11488, 1.82511], [-0.07835, 1.30467, -0.48256], [1.12600, -0.14256, -1.70004], [-0.18068, -0.10812, 1.28719], [0.87164, 1.83857, -0.31429], [-0.73039, 1.92320, -1.10453], [0.15435, -1.04196, 0.11842], [-0.70107, -1.76067, -0.07384], [-0.89995, -0.52545, 1.99576], [0.20258, -0.07410, -1.10080], [-0.74689, 1.05066, 0.73197], [1.05999, -1.64842, 0.15228], [-0.83242, -0.93069, -1.33467]],
  "forces_ev_per_a": [[-0.08, 0.00, -0.07], [0.08, 0.09, -0.19], [-0.12, -0.02, 0.09], [0.02, -0.19, 0.14], [-0.09, -0.08, 0.00], [0.08, -0.11, 0.05], [0.25, 0.02, 0.24], [-0.08, -0.05, -0.04], [0.10, 0.03, -0.11], [0.01, 0.08, -0.13], [-0.09, 0.08, 0.07], [-0.13, 0.08, -0.04], [0.04, 0.07, 0.00]],
  "lowdin_charge": [0.1270, -0.1641, 0.1342, -0.1796, 0.1216, 0.1275, -0.1674, 0.1345, 0.1284, -0.3948, -0.1212, 0.1372, 0.1168],
  "e_tot_ev": -7794.74247,
  "spin_multiplicity": 1,
  "lumo_energy_ev": 0.986,
  "relative_energy_kcal_mol": 113.0
}


[9]
{
  "formula": "C4H7NO",
  "method": "ωB97M-V/def2-TZVPD",
  "species": ["H", "C", "C", "C", "N", "H", "C", "H", "H", "H", "H", "O", "H"],
  "coordinates": [[1.89709, -0.52770, -0.83910], [0.16049, 0.53584, 0.22210], [-0.42107, 0.16249, -1.11662], [1.17396, -0.59597, -0.02091], [-0.14660, -1.20725, -0.46776], [-1.47262, 0.43098, -1.27352], [-0.72005, -0.60123, 0.80036], [0.19149, 0.43235, -1.98332], [-0.47835, 2.25332, 0.70377], [1.62026, -1.08390, 0.85493], [-1.81284, -0.52800, 0.76900], [0.39169, 1.83631, 0.63171], [-0.38788, -1.08875, 1.72587]],
  "forces_ev_per_a": [[-0.13, 0.26, 0.11], [0.04, -0.02, 0.02], [-0.12, 0.16, -0.29], [0.38, 0.02, 0.00], [-0.05, -0.08, -0.13], [0.08, -0.40, -0.03], [-0.27, -0.01, 0.27], [-0.09, -0.40, 0.03], [0.26, 0.09, 0.04], [-0.19, 0.08, -0.19], [0.17, 0.23, -0.02], [-0.08, 0.01, 0.47], [-0.02, 0.06, -0.28]],
  "lowdin_charge": [0.1129, -0.4923, -0.1055, -0.0941, -0.0210, 0.1131, -0.1017, 0.1154, 0.1058, 0.1125, 0.1093, 0.0351, 0.1107],
  "e_tot_ev": -7796.07150,
  "spin_multiplicity": 1,
  "lumo_energy_ev": 0.768,
  "relative_energy_kcal_mol": 82.4
}


[10]
{
  "formula": "C4H7NO",
  "method": "ωB97M-V/def2-TZVPD",
  "species": ["H", "H", "H", "C", "H", "H", "H", "H", "C", "O", "C", "N", "C"],
  "coordinates": [[1.93139, 1.07615, -0.07784], [-1.85514, -1.01456, -0.21832], [0.27272, 0.39869, -1.77157], [1.70830, 0.01132, -0.14539], [0.75195, -1.37013, -1.65551], [-0.40748, 0.58104, 1.86307], [2.52266, -0.64775, 0.14118], [-0.57888, 1.47860, 0.34593], [-0.57831, 0.46296, 0.78717], [-2.95274, 0.07616, 1.10320], [-1.92318, -0.20517, 0.54522], [0.40388, -0.44695, 0.24896], [0.70485, -0.40036, -1.16610]],
  "forces_ev_per_a": [[-0.08, -0.12, 0.00], [-0.22, 0.11, 0.17], [0.01, -0.10, 0.17], [0.27, 0.09, 0.06], [0.13, 0.19, 0.03], [-0.14, -0.02, -0.13], [-0.04, 0.11, -0.15], [0.01, -0.21, -0.08], [-0.07, -0.02, 0.09], [0.45, -0.09, -0.25], [-0.27, 0.22, 0.18], [-0.03, -0.12, 0.15], [-0.01, -0.05, -0.23]],
  "lowdin_charge": [0.1061, 0.1269, 0.1084, -0.1412, 0.1021, 0.1306, 0.1014, 0.1306, -0.1717, 0.0524, -0.2415, -0.1582, -0.1459],
  "e_tot_ev": -7797.18679,
  "smiles": "O=CCN1CC1",
  "spin_multiplicity": 1,
  "lumo_energy_ev": 1.046,
  "relative_energy_kcal_mol": 56.7
}


[11]
{
  "formula": "C4H7NO",
  "method": "ωB97M-V/def2-TZVPD",
  "species": ["H", "H", "H", "O", "H", "C", "H", "C", "H", "C", "H", "N", "C"],
  "coordinates": [[-1.26587, 0.33456, -1.60669], [1.68241, 1.50594, 0.25299], [0.04825, -2.85073, 0.11623], [0.90731, -1.62906, 1.50201], [0.82766, 1.40209, -1.29687], [0.69599, 1.53980, -0.21022], [0.41228, -0.29793, 1.55353], [-0.17825, 0.45398, 0.41243], [-2.28001, -0.35210, -0.26219], [-1.28964, -0.01167, -0.55899], [0.29176, 2.54964, -0.06556], [-0.11398, -0.80235, -0.29466], [0.26208, -1.84220, 0.45798]],
  "forces_ev_per_a": [[-0.07, 0.27, 0.71], [0.08, 0.12, -0.06], [-0.08, -0.10, -0.02], [-0.37, -0.08, -0.36], [-0.10, -0.08, 0.30], [0.19, -0.02, 0.16], [-1.49, 1.77, -1.30], [0.90, -0.56, 0.21], [0.30, -0.12, 0.31], [-0.10, -0.24, 0.26], [-0.03, -0.29, 0.15], [0.64, -0.48, -0.48], [0.11, -0.18, 0.14]],
  "lowdin_charge": [0.1089, 0.0646, 0.1405, 0.0014, 0.0740, -0.0959, 0.2179, -0.2657, 0.0984, -0.0604, 0.0704, -0.0817, -0.2725],
  "e_tot_ev": -7795.30296,
  "spin_multiplicity": 1,
  "lumo_energy_ev": 0.841,
  "relative_energy_kcal_mol": 100.1
}


[12]
{
  "formula": "C4H7NO",
  "method": "ωB97M-V/def2-TZVPD",
  "species": ["H", "N", "O", "H", "H", "H", "C", "C", "H", "C", "H", "C", "H"],
  "coordinates": [[0.31227, 1.31115, -1.37576], [0.37292, 0.25642, -1.93348], [-1.73504, -0.28791, -0.28441], [2.34773, -0.21232, -1.19006], [-0.89276, 1.08618, 2.22203], [-1.49033, -0.59461, 2.25119], [-0.71552, 0.06745, 1.85944], [1.29181, -0.39476, -0.99828], [0.27280, -0.23271, 2.22392], [-0.75329, 0.07357, 0.35116], [1.04715, -1.44722, -0.85203], [0.47253, 0.60325, -0.28791], [-0.53028, -0.22848, -1.98582]],
  "forces_ev_per_a": [[-0.05, 0.10, -0.21], [-0.11, 0.01, -0.15], [0.30, 0.13, 0.24], [-0.17, -0.02, 0.03], [0.01, -0.13, -0.08], [0.11, 0.09, -0.06], [-0.03, -0.05, 0.05], [0.16, -0.18, -0.02], [-0.13, 0.03, -0.07], [-0.16, -0.06, -0.11], [0.00, 0.17, 0.03], [-0.06, -0.15, 0.29], [0.13, 0.04, 0.04]],
  "lowdin_charge": [0.1359, 0.0390, 0.0419, 0.1027, 0.0914, 0.0848, -0.0156, -0.1804, 0.0850, -0.4809, 0.1236, -0.1231, 0.0957],
  "e_tot_ev": -7795.32939,
  "spin_multiplicity": 1,
  "lumo_energy_ev": 1.039,
  "relative_energy_kcal_mol": 99.5
}